# 1
{
  "formula": "C39H59N5OP2Ti",
  "method": "the ωB97M-V functional and the def2-TZVPD basis",
  "spin_multiplicity": 3,
  "gap_ha": [0.1763, 0.2629],
  "e_homo_ev": [-4.34, -6.71],
  "lumo_ev": [0.46, 0.44],
  "relative_energy_kcal_mol": 39.3,
  "species": ["Ti", "C", "C", "C", "P", "C", "C", "C", "C", "C", "C", "C", "C", "C", "N", "C", "C", "C", "C", "C", "C", "P", "C", "C", "C", "C", "C", "C", "H", "H", "H", "H", "H", "H", "H", "H", "H", "H", "H", "H", "H", "H", "H", "H", "H", "H", "H", "H", "H", "H", "H", "H", "H", "H", "H", "H", "H", "H", "H", "H", "H", "H", "H", "H", "O", "C", "C", "C", "C", "C", "C", "C", "N", "C", "C", "N", "H", "H", "H", "H", "H", "H", "H", "C", "N", "C", "C", "C", "N", "C", "C", "H", "H", "H", "H", "H", "H", "H", "H", "H", "H", "H", "H", "H", "H", "H", "H"],
  "positions_angstrom": [[-0.174, -0.111, -0.211], [2.496, 2.676, -2.831], [3.136, 1.515, -2.052], [4.547, 1.226, -2.557], [1.996, 0.055, -1.901], [2.060, -0.921, -3.481], [1.768, 0.045, -4.642], [3.225, -1.841, -3.854], [2.891, -0.880, -0.592], [3.961, -1.765, -0.763], [4.545, -2.435, 0.300], [4.058, -2.207, 1.583], [3.038, -1.294, 1.780], [2.451, -0.594, 0.715], [1.444, 0.385, 0.943], [1.688, 1.323, 1.973], [3.008, 1.574, 2.434], [3.288, 2.426, 3.485], [2.269, 3.125, 4.121], [0.990, 3.000, 3.608], [0.672, 2.144, 2.545], [-0.963, 2.211, 1.739], [-2.246, 2.658, 3.048], [-2.419, 1.498, 4.047], [-2.235, 3.951, 3.884], [-0.771, 3.715, 0.625], [0.637, 3.765, 0.018], [-1.116, 5.102, 1.153], [2.955, 3.626, -2.538], [1.423, 2.752, -2.648], [2.640, 2.559, -3.909], [3.202, 1.817, -1.003], [4.537, 0.945, -3.615], [5.032, 0.430, -1.989], [5.167, 2.125, -2.463], [1.188, -1.564, -3.364], [2.672, 0.595, -4.928], [0.986, 0.770, -4.405], [1.439, -0.524, -5.517], [4.192, -1.333, -3.841], [3.059, -2.200, -4.876], [3.276, -2.719, -3.210], [4.369, -1.928, -1.749], [5.373, -3.116, 0.130], [4.481, -2.733, 2.433], [2.693, -1.091, 2.786], [3.832, 1.080, 1.941], [4.319, 2.559, 3.799], [2.471, 3.782, 4.961], [0.206, 3.620, 4.024], [-3.143, 2.686, 2.425], [-1.466, 1.252, 4.528], [-2.825, 0.595, 3.596], [-3.113, 1.800, 4.838], [-1.553, 3.874, 4.733], [-3.237, 4.074, 4.307], [-1.999, 4.853, 3.338], [-1.466, 3.476, -0.175], [1.371, 4.066, 0.773], [0.656, 4.508, -0.788], [0.948, 2.813, -0.397], [-0.496, 5.384, 2.010], [-2.169, 5.203, 1.419], [-0.914, 5.825, 0.355], [-0.861, 1.309, -1.133], [-1.197, 1.396, -2.420], [-1.392, 2.653, -3.003], [-1.796, 2.800, -4.315], [-2.029, 1.658, -5.095], [-1.830, 0.412, -4.548], [-1.391, 0.225, -3.214], [-1.167, -1.114, -2.731], [-0.559, -1.552, -1.581], [-0.485, -2.953, -1.692], [-1.049, -3.365, -2.842], [-1.497, -2.227, -3.484], [-1.208, 3.529, -2.388], [-1.934, 3.790, -4.734], [-2.344, 1.749, -6.128], [-1.980, -0.447, -5.192], [0.003, -3.568, -0.961], [-1.175, -4.355, -3.254], [-1.976, -2.204, -4.360], [0.221, -2.962, 1.452], [-0.691, -1.781, 1.505], [-0.632, -1.212, 2.862], [-2.075, -2.259, 1.229], [-3.120, -1.175, 1.041], [-3.080, -0.603, -0.295], [-3.838, 0.644, -0.343], [-3.586, -1.528, -1.297], [0.719, -3.097, 2.407], [0.994, -2.849, 0.704], [-0.346, -3.868, 1.246], [-1.060, -1.909, 3.590], [-1.165, -0.280, 2.908], [0.399, -1.006, 3.129], [-2.411, -2.917, 2.034], [-2.012, -2.857, 0.324], [-2.952, -0.356, 1.732], [-4.104, -1.609, 1.282], [-4.892, 0.493, -0.059], [-3.805, 1.051, -1.356], [-3.388, 1.373, 0.324], [-4.635, -1.799, -1.098], [-2.987, -2.442, -1.320], [-3.527, -1.063, -2.284]],
  "mulliken_spin": [1.008, 0.003, 0.027, 0.002, 0.086, -0.001, 0.008, -0.002, 0.033, -0.011, 0.020, 0.000, 0.021, -0.016, 0.005, 0.067, 0.000, -0.001, 0.007, -0.007, -0.024, 0.049, 0.019, 0.004, 0.003, 0.001, 0.000, 0.000, 0.000, 0.002, 0.001, 0.002, 0.000, 0.000, -0.001, -0.001, -0.001, -0.005, 0.000, 0.000, 0.001, 0.000, -0.002, 0.001, 0.000, 0.001, 0.001, 0.000, 0.001, 0.001, 0.001, -0.001, -0.001, 0.000, 0.000, -0.001, 0.000, 0.003, 0.001, 0.000, 0.024, 0.000, 0.000, 0.000, -0.122, 0.156, -0.097, 0.130, -0.052, 0.102, -0.011, 0.239, -0.067, 0.094, 0.012, 0.065, 0.001, 0.010, -0.003, 0.024, 0.008, -0.002, 0.007, 0.121, -0.051, 0.033, 0.052, -0.031, 0.028, 0.028, 0.001, 0.005, -0.037, 0.007, 0.004, 0.001, -0.005, 0.007, -0.014, 0.020, 0.000, 0.001, -0.004, -0.003, -0.003, 0.001, 0.015]
}

=====

# 2
{
  "formula": "C39H60FIrN9O3S2Sb",
  "method": "the ωB97M-V functional and the def2-TZVPD basis",
  "spin_multiplicity": 2,
  "gap_ha": [0.1569, 0.1575],
  "e_homo_ev": [-13.25, -13.26],
  "lumo_ev": [-8.98, -8.98],
  "total_charge": 3,
  "relative_energy_kcal_mol": 81.0,
  "species": ["Ir", "N", "C", "S", "N", "N", "C", "C", "C", "C", "C", "C", "N", "H", "H", "H", "H", "H", "H", "H", "C", "C", "N", "C", "C", "C", "O", "O", "C", "O", "C", "C", "C", "F", "C", "C", "C", "N", "C", "C", "N", "C", "C", "H", "H", "H", "H", "H", "H", "H", "H", "H", "H", "H", "H", "H", "H", "H", "H", "H", "H", "S", "C", "N", "C", "C", "C", "N", "H", "H", "H", "H", "H", "H", "H", "H", "C", "C", "C", "C", "Sb", "C", "C", "C", "C", "C", "C", "C", "C", "H", "H", "H", "H", "H", "H", "H", "H", "H", "H", "H", "H", "H", "H", "H", "H", "H", "H", "H", "H", "H", "H", "H", "H", "H", "H", "H"],
  "positions_angstrom": [[0.093, 2.298, 1.791], [-0.174, 2.353, 6.316], [0.049, 2.524, 5.011], [-1.144, 1.894, 3.874], [1.084, 3.179, 4.586], [1.339, 3.251, 3.296], [2.174, 4.161, 2.849], [2.294, 4.328, 1.443], [3.318, 5.054, 0.812], [3.276, 5.235, -0.551], [2.216, 4.683, -1.278], [1.255, 3.956, -0.604], [1.280, 3.786, 0.714], [-1.026, 1.926, 6.638], [0.432, 2.801, 6.985], [2.686, 4.814, 3.547], [4.120, 5.460, 1.406], [4.036, 5.811, -1.056], [2.133, 4.829, -2.343], [0.421, 3.507, -1.128], [1.076, -5.028, 2.786], [0.454, -4.739, 1.420], [0.731, -3.372, 1.013], [-0.266, -2.478, 0.970], [-0.106, -1.127, 0.830], [-1.348, -0.295, 0.634], [-2.394, -0.870, 0.342], [-1.283, 0.970, 0.726], [1.222, -0.578, 0.823], [1.528, 0.620, 0.962], [2.274, -1.579, 0.634], [3.580, -1.184, 0.334], [4.570, -2.104, 0.117], [5.779, -1.603, -0.225], [4.349, -3.498, 0.190], [3.050, -3.879, 0.521], [2.014, -2.959, 0.730], [5.356, -4.438, 0.013], [6.721, -4.001, -0.257], [7.677, -5.195, -0.254], [7.194, -6.175, 0.748], [5.913, -6.793, 0.297], [5.105, -5.762, -0.512], [0.875, -6.057, 3.071], [0.644, -4.379, 3.544], [2.152, -4.862, 2.778], [-0.629, -4.850, 1.488], [0.820, -5.443, 0.665], [-1.274, -2.856, 1.066], [3.821, -0.137, 0.254], [2.822, -4.928, 0.589], [7.013, -3.302, 0.530], [6.807, -3.493, -1.226], [8.676, -4.841, -0.001], [7.729, -5.684, -1.228], [7.036, -5.676, 1.633], [7.899, -6.899, 0.920], [5.365, -7.132, 1.177], [6.123, -7.659, -0.332], [4.051, -6.021, -0.456], [5.384, -5.803, -1.574], [-0.143, 0.580, -2.184], [0.587, -0.025, -3.578], [1.673, 0.566, -4.075], [2.316, 0.161, -5.312], [2.108, -1.337, -5.510], [0.621, -1.652, -5.410], [0.108, -1.125, -4.159], [1.998, 1.401, -3.614], [3.379, 0.403, -5.246], [1.889, 0.717, -6.153], [2.653, -1.879, -4.737], [2.485, -1.649, -6.481], [0.444, -2.730, -5.428], [0.086, -1.201, -6.253], [-0.734, -1.523, -3.774], [-5.556, 0.558, 2.806], [-5.546, 1.917, 2.152], [-6.882, 2.313, 1.582], [-4.940, 2.963, 3.056], [-3.985, 1.633, 0.336], [-5.064, 0.742, -1.603], [-5.263, -0.718, -1.278], [-6.364, 1.468, -1.824], [-4.080, 0.941, -2.730], [-3.241, 3.800, -0.159], [-4.446, 4.721, -0.240], [-2.491, 3.727, -1.476], [-2.306, 4.225, 0.953], [-6.252, 0.565, 3.647], [-4.566, 0.307, 3.185], [-5.875, -0.220, 2.113], [-7.544, 2.588, 2.406], [-7.348, 1.484, 1.054], [-6.819, 3.172, 0.918], [-5.499, 2.985, 3.994], [-4.996, 3.961, 2.629], [-3.904, 2.718, 3.298], [-5.986, -0.856, -0.477], [-4.322, -1.184, -0.994], [-5.649, -1.232, -2.160], [-7.088, 1.250, -1.046], [-6.793, 1.121, -2.767], [-6.243, 2.546, -1.902], [-3.073, 0.635, -2.443], [-4.064, 1.973, -3.069], [-4.389, 0.328, -3.577], [-5.150, 4.408, -1.009], [-4.113, 5.728, -0.497], [-4.968, 4.789, 0.711], [-3.176, 3.671, -2.318], [-1.816, 2.869, -1.498], [-1.902, 4.637, -1.606], [-2.828, 4.405, 1.887], [-1.784, 5.142, 0.677], [-1.529, 3.451, 1.130]],
  "mulliken_spin": [0.724, 0.002, 0.005, -0.009, -0.001, -0.040, 0.009, 0.000, 0.005, -0.003, 0.004, -0.002, 0.028, 0.001, 0.000, 0.000, 0.001, 0.000, 0.001, 0.007, 0.000, 0.001, -0.001, -0.003, -0.021, 0.011, -0.001, 0.191, -0.002, 0.041, 0.022, 0.004, 0.002, 0.000, -0.001, 0.004, -0.009, 0.000, 0.000, 0.000, 0.000, 0.000, 0.000, 0.000, 0.000, 0.000, -0.001, 0.000, 0.000, 0.002, 0.000, 0.000, 0.000, 0.000, 0.000, 0.000, 0.000, 0.000, 0.000, 0.000, 0.000, 0.001, -0.001, 0.000, 0.000, 0.000, 0.000, 0.000, 0.000, 0.000, 0.000, 0.000, 0.000, 0.000, 0.000, 0.000, 0.000, 0.001, 0.000, -0.003, 0.005, 0.000, 0.000, -0.001, -0.002, 0.014, 0.008, -0.005, -0.074, 0.000, 0.000, 0.000, 0.000, 0.000, 0.000, 0.000, -0.001, -0.001, 0.000, 0.000, 0.000, 0.000, 0.000, 0.000, 0.001, 0.000, 0.000, -0.002, 0.000, 0.001, 0.000, 0.002, -0.001, -0.003, 0.001, 0.085]
}

=====

# 3
{
  "formula": "C39H60N4O3SeTi",
  "method": "the ωB97M-V functional and the def2-TZVPD basis",
  "spin_multiplicity": 2,
  "gap_ha": [0.2887, 0.2957],
  "e_homo_ev": [-10.09, -10.10],
  "lumo_ev": [-2.23, -2.05],
  "total_charge": 1,
  "relative_energy_kcal_mol": 49.1,
  "species": ["Ti", "C", "C", "C", "C", "C", "C", "C", "Se", "C", "C", "C", "C", "C", "C", "O", "C", "C", "C", "C", "C", "C", "C", "C", "C", "O", "C", "C", "C", "C", "C", "C", "H", "H", "H", "H", "H", "H", "H", "H", "H", "H", "H", "H", "H", "H", "H", "H", "H", "H", "H", "H", "H", "H", "H", "H", "H", "H", "H", "H", "H", "H", "H", "H", "H", "H", "H", "H", "H", "H", "H", "H", "O", "C", "C", "C", "C", "C", "C", "N", "H", "H", "H", "H", "H", "H", "H", "C", "N", "C", "C", "N", "N", "C", "C", "H", "H", "H", "H", "H", "H", "H", "H", "H", "H", "H", "H", "H"],
  "positions_angstrom": [[-0.667, -1.238, -0.102], [6.143, 2.703, -1.169], [4.797, 2.999, -0.463], [4.134, 4.283, -1.005], [5.133, 3.309, 1.013], [3.813, 1.832, -0.594], [2.471, 1.982, -0.831], [1.562, 0.905, -0.614], [-0.291, 1.019, -1.113], [-0.985, 1.826, 0.505], [-0.784, 3.155, 0.832], [-1.616, 3.894, 1.650], [-2.755, 3.185, 2.060], [-3.058, 1.880, 1.686], [-2.026, 1.065, 1.089], [-2.163, -0.252, 0.862], [-4.488, 1.404, 1.836], [-4.558, 0.578, 3.124], [-4.844, 0.598, 0.559], [-5.523, 2.592, 1.871], [-1.238, 5.289, 2.008], [-2.509, 6.079, 2.462], [-0.107, 5.306, 3.093], [-0.761, 5.975, 0.744], [2.075, -0.395, -0.410], [1.208, -1.312, -0.014], [3.494, -0.613, -0.529], [4.259, 0.525, -0.420], [4.089, -2.041, -0.564], [3.342, -2.892, -1.691], [5.591, -2.099, -0.840], [3.896, -2.698, 0.829], [6.557, 3.670, -1.496], [5.938, 2.210, -2.111], [6.862, 2.118, -0.582], [4.933, 5.068, -1.018], [3.244, 4.522, -0.479], [3.759, 4.071, -2.006], [5.511, 4.297, 1.269], [5.872, 2.559, 1.446], [4.240, 3.026, 1.586], [2.060, 2.906, -1.213], [0.162, 3.605, 0.454], [-3.361, 3.584, 2.863], [-3.804, -0.182, 2.972], [-5.576, 0.085, 3.207], [-4.358, 1.213, 3.982], [-4.171, -0.226, 0.349], [-4.851, 1.197, -0.329], [-5.949, 0.232, 0.693], [-5.487, 3.113, 2.883], [-6.497, 2.053, 1.826], [-5.463, 3.319, 1.012], [-2.913, 5.758, 3.438], [-3.232, 6.010, 1.618], [-2.234, 7.130, 2.630], [-0.446, 4.777, 3.997], [0.168, 6.267, 3.503], [0.795, 4.784, 2.680], [-1.427, 5.735, -0.083], [0.247, 5.579, 0.442], [-0.660, 7.033, 0.927], [5.296, 0.357, -0.278], [3.636, -2.471, -2.668], [2.248, -2.820, -1.502], [3.659, -3.973, -1.768], [5.811, -1.826, -1.878], [5.827, -3.213, -0.768], [6.255, -1.679, -0.104], [2.839, -2.648, 1.062], [4.462, -2.236, 1.600], [4.125, -3.775, 0.728], [-0.638, -2.555, 1.697], [0.115, -3.698, 2.168], [0.224, -4.925, 1.303], [1.266, -5.841, 1.593], [1.401, -7.098, 0.965], [0.596, -7.220, -0.163], [-0.336, -6.253, -0.504], [-0.538, -5.110, 0.250], [-0.909, -1.919, 2.432], [-0.294, -3.995, 3.113], [1.104, -3.320, 2.354], [1.892, -5.616, 2.457], [2.020, -7.930, 1.377], [0.670, -8.131, -0.733], [-0.926, -6.319, -1.437], [-0.505, -2.042, -3.969], [-1.874, -1.708, -3.460], [-2.556, -0.678, -4.273], [-2.285, -2.432, -2.380], [-1.419, -2.643, -1.289], [-3.526, -2.985, -2.279], [-4.510, -2.908, -3.389], [-4.029, -3.555, -1.010], [-0.393, -3.158, -4.059], [0.334, -1.760, -3.253], [-0.315, -1.493, -4.897], [-1.778, 0.079, -4.491], [-3.386, -0.177, -3.776], [-2.886, -1.110, -5.276], [-1.480, -3.646, -0.948], [-3.917, -2.919, -4.267], [-5.225, -2.050, -3.415], [-5.084, -3.842, -3.297], [-4.336, -4.581, -1.184], [-4.883, -2.936, -0.569], [-3.309, -3.597, -0.139]],
  "mulliken_spin": [0.932, -0.001, 0.002, 0.001, 0.000, 0.005, -0.002, -0.018, 0.011, 0.036, 0.006, 0.000, -0.001, -0.007, -0.019, -0.008, 0.002, -0.001, 0.000, 0.001, 0.000, 0.000, 0.000, 0.000, 0.015, 0.015, -0.005, -0.003, 0.002, 0.002, 0.000, 0.001, 0.000, 0.000, 0.000, 0.000, 0.000, 0.000, 0.000, 0.000, 0.000, -0.002, 0.000, 0.000, 0.000, 0.000, 0.000, 0.001, 0.000, 0.000, 0.000, 0.000, 0.000, 0.000, 0.000, 0.000, 0.000, 0.000, 0.000, 0.000, 0.000, 0.000, 0.000, 0.000, -0.001, 0.000, 0.000, 0.000, 0.000, 0.000, 0.000, 0.000, 0.003, 0.005, 0.002, 0.001, 0.000, 0.000, 0.001, 0.003, 0.002, 0.001, -0.003, 0.000, 0.000, 0.000, 0.000, 0.016, 0.009, 0.003, -0.048, -0.003, -0.002, 0.000, -0.001, 0.001, -0.002, 0.001, 0.001, 0.000, 0.000, 0.047, 0.000, 0.000, 0.000, 0.000, 0.000, 0.000]
}

=====

no.,F_max (eV/A)
1,2.95
2,4.26
3,3.19